(1)
{"formula": "C10H12ClNS", "method": "ωB97M-V/def2-TZVPD", "species": ["C", "C", "C", "C", "C", "C", "C", "C", "C", "C", "N", "S", "Cl", "H", "H", "H", "H", "H", "H", "H", "H", "H", "H", "H", "H"], "xyz": [[-3.392823, -1.318389, -0.394004], [-3.113482, -0.339964, -1.381065], [-2.768965, -1.292765, 0.848275], [-2.305685, 0.732957, -1.067815], [-1.880839, -0.293540, 1.114193], [-1.683904, 0.774079, 0.268044], [1.057480, -0.302135, -0.059003], [2.820831, 1.298081, 0.269589], [3.426663, -1.003708, -0.178110], [-0.625637, 1.649088, 0.538982], [2.343168, -0.034690, -0.023333], [0.277639, -1.670457, -0.153980], [-0.109002, 3.007479, -0.406391], [-4.092972, -2.234139, -0.674264], [-3.509978, -0.510738, -2.453053], [-2.996310, -2.032010, 1.592416], [-2.108621, 1.500576, -1.785858], [-1.397834, -0.213567, 2.073214], [2.042531, 1.864612, 0.561467], [3.679048, 1.156314, 1.082495], [3.214024, 1.724953, -0.677827], [3.303043, -2.057884, -0.126681], [3.942899, -0.905076, -1.081244], [4.240048, -0.980205, 0.542172], [-0.361330, 1.481129, 1.571790]], "forces_ev_per_a": [[-1.2450, -2.0973, -0.7806], [-0.4632, -0.5465, -1.0810], [-1.4045, -0.3387, -1.0684], [0.1127, -0.9256, 1.7638], [0.0803, 0.7552, 1.1757], [-0.6710, 0.6786, -4.1553], [0.6887, 0.3526, 0.5843], [4.3458, -2.0382, -0.4190], [0.7460, -0.4463, 0.6668], [0.4097, -1.0902, 0.4476], [0.3337, -0.5992, 0.3878], [-0.4976, -0.6593, -0.2996], [-0.4785, -0.4348, 0.5281], [1.5303, 2.1551, 0.6714], [0.5525, 0.5556, 1.9813], [0.0375, -0.3167, 0.1179], [0.2101, 0.3184, -0.2208], [0.1861, -0.3513, 0.2989], [-2.3682, 1.9443, 1.3507], [-1.8335, 0.8372, -1.6989], [0.2315, -0.0184, 0.7246], [-1.8848, -0.8501, -0.0207], [0.5593, 0.7173, -1.8251], [-0.1591, 1.2023, 0.7304], [0.9812, 1.1960, 0.1402]], "nbo_charge": [-0.205, -0.222, -0.223, -0.182, -0.156, -0.149, 0.026, -0.375, -0.446, -0.194, -0.448, 0.023, 0.014, 0.214, 0.221, 0.219, 0.217, 0.208, 0.215, 0.194, 0.197, 0.235, 0.203, 0.206, 0.209], "lumo_energy_ev": [-0.4, -0.2], "e_tot_ha": -1301.225159, "max_force_ev_per_a": 4.8, "molar_mass_g_mol": 213.73, "homo_energy_ha": [-0.2661, -0.2602], "orbital_gap_ev": [6.89, 6.87]}

=====

(2)
{"formula": "C10H12INS", "method": "ωB97M-V/def2-TZVPD", "species": ["C", "C", "C", "C", "C", "C", "C", "C", "C", "C", "N", "S", "I", "H", "H", "H", "H", "H", "H", "H", "H", "H", "H", "H", "H"], "xyz": [[0.589716, 2.229523, -2.975631], [1.728736, 1.640563, -2.473732], [-0.574152, 2.290919, -2.298988], [1.679137, 1.107439, -1.180264], [-0.660532, 1.774717, -1.020995], [0.460648, 1.146623, -0.426329], [-1.531033, -0.679208, 1.507030], [0.540569, 0.804374, 0.932809], [-0.393829, -1.673573, 1.752212], [-0.865332, -3.099937, 1.444718], [0.625918, -1.311485, 0.896571], [-0.926935, 0.908818, 1.996378], [2.493505, -1.920915, 1.627456], [0.924264, 2.879491, -3.832474], [2.595468, 1.609829, -3.102391], [-1.505399, 2.752137, -2.690841], [2.515022, 0.661051, -0.535585], [-1.664570, 1.967305, -0.496392], [-1.807201, -0.760852, 0.384872], [-2.381131, -1.064690, 2.184129], [1.504310, 1.063716, 1.392866], [-0.102461, -1.790993, 2.796540], [-0.199686, -3.875294, 1.557923], [-1.344049, -3.267488, 0.359010], [-1.700983, -3.392070, 2.201108]], "forces_ev_per_a": [[2.5445, 1.7358, -2.2363], [-0.0332, -1.2514, 1.8934], [-2.3250, 0.4135, 0.3830], [-0.0723, -0.6660, 1.4168], [-1.1885, -0.3872, 1.0086], [0.0933, 1.7690, -3.0776], [-1.4229, -2.1346, -0.2371], [-0.3880, -3.1223, 2.7052], [-1.2915, -1.6882, 0.6698], [-4.7877, 0.1143, -1.4258], [2.5106, 3.0055, -1.4071], [1.0049, 0.6595, -0.2441], [-0.5091, 0.2880, -0.2792], [-1.5819, -0.8622, 0.2800], [0.5147, 0.0517, 0.1280], [1.0158, -0.1069, 0.0562], [-0.7637, 0.6711, -1.7136], [1.8845, -0.6796, -0.4565], [0.2157, 0.3070, 1.8432], [0.9328, 1.1545, -1.2091], [-0.5759, -0.2282, 0.1755], [-0.1648, 0.8859, 0.4420], [2.2015, -1.3193, 0.2630], [1.0576, 0.7295, 2.2570], [1.1287, 0.6607, -1.2350]], "nbo_charge": [-0.204, -0.214, -0.216, -0.150, -0.172, -0.176, -0.560, -0.119, -0.165, -0.591, -0.576, 0.261, 0.222, 0.220, 0.220, 0.220, 0.223, 0.233, 0.236, 0.253, 0.233, 0.192, 0.220, 0.208, 0.203], "lumo_energy_ev": [-0.5, -0.5], "e_tot_ha": -1138.747535, "max_force_ev_per_a": 5.0, "molar_mass_g_mol": 305.18, "homo_energy_ha": [-0.3029, -0.3028], "orbital_gap_ev": [7.72, 7.72]}

=====

(3)
{"formula": "C10H12N2O", "method": "ωB97M-V/def2-TZVPD", "species": ["O", "C", "C", "C", "C", "C", "C", "C", "C", "C", "N", "C", "N", "H", "H", "H", "H", "H", "H", "H", "H", "H", "H", "H", "H"], "xyz": [[0.077715, 2.129979, 3.175507], [-0.177908, 1.235022, 2.342207], [-0.981211, 1.473686, 0.958697], [-1.293600, 0.250637, 0.136874], [-0.249608, 0.015393, -0.838046], [-0.372420, -0.818172, -1.992348], [0.667904, -0.845338, -2.871921], [1.926656, -0.305836, -2.733817], [1.976669, 0.361721, -1.451985], [0.870987, 0.565386, -0.550516], [-1.552269, -0.746543, 1.055599], [-0.424481, -1.263626, 1.869874], [0.423750, -0.036766, 2.565099], [-0.498493, 2.345024, 0.537866], [-1.905742, 1.717893, 1.434535], [-2.365379, 0.457236, -0.274035], [-1.381021, -1.285214, -2.455977], [0.310612, -1.094615, -3.955942], [2.491863, -0.439961, -3.711824], [2.906199, 0.567171, -0.941568], [1.135897, 1.426046, 0.175568], [-2.197895, -1.581061, 0.786192], [0.189642, -1.909369, 0.964949], [-0.812966, -1.903523, 2.787285], [1.235099, -0.315169, 2.987729]], "forces_ev_per_a": [[-1.0889, -1.4474, -2.5629], [2.9073, 0.1663, 1.6590], [0.2495, 0.1784, 3.7809], [-3.3546, 2.0909, -0.8094], [-4.3324, -3.1945, -1.9779], [-2.3024, 0.0209, -0.3874], [-2.0426, -0.6220, -4.0857], [-0.9564, 0.7572, 1.6841], [1.5002, -1.0514, -0.5918], [7.7000, 3.2602, -1.2018], [-1.5778, -4.3364, 3.4125], [1.5563, -0.2870, -0.8890], [-6.5085, -1.2739, -4.8565], [-0.3573, 0.0793, -0.3314], [-0.8908, 0.8499, -0.1234], [1.9574, -0.2286, -0.1914], [2.2149, 1.2821, 1.8591], [1.0162, -0.3167, 1.9665], [0.3968, 0.7345, 2.2135], [0.5261, 0.7612, -0.6857], [-0.7578, -2.2751, -0.8934], [1.7734, 2.2938, 0.3804], [-0.5820, 1.4853, 3.2961], [0.8235, 1.1047, -2.3017], [2.1300, -0.0315, 1.6373]], "nbo_charge": [-0.604, 0.692, -0.498, -0.064, -0.081, -0.212, -0.203, -0.256, -0.161, -0.229, -0.666, -0.065, -0.671, 0.243, 0.244, 0.216, 0.226, 0.199, 0.250, 0.203, 0.244, 0.395, 0.176, 0.217, 0.406], "lumo_energy_ev": 0.6, "e_tot_ha": -572.838036, "max_force_ev_per_a": 8.4, "smiles": "O=C1C[C@@H](c2ccccc2)NCN1", "molar_mass_g_mol": 176.22, "homo_energy_ha": -0.3295, "orbital_gap_ev": 9.61}

=====

(4)
{"formula": "C10H12N2O7Sm", "method": "ωB97M-V/def2-TZVPD", "species": ["Sm", "O", "C", "O", "C", "C", "C", "C", "C", "N", "C", "O", "O", "H", "H", "H", "H", "H", "C", "N", "C", "C", "O", "H", "H", "H", "H", "H", "H", "H", "O", "O"], "xyz": [[0.442014, -0.595114, -0.961275], [-2.952386, 2.242591, -1.579523], [-1.813462, 1.656674, -1.433394], [-1.651061, 0.427136, -1.378755], [-0.639857, 2.576968, -1.315034], [-0.698502, 3.961688, -1.257270], [0.504359, 4.647454, -1.114175], [1.702954, 3.939017, -1.034410], [1.648343, 2.555476, -1.103179], [0.497780, 1.896106, -1.231372], [2.795496, 1.592625, -0.986913], [4.032152, 1.949063, -1.007443], [2.529541, 0.383242, -0.865544], [-3.688949, 1.604465, -1.668335], [-1.642498, 4.486446, -1.319187], [0.512331, 5.728532, -1.059149], [2.634999, 4.476131, -0.909806], [4.180987, 2.899988, -1.150600], [-0.996147, -3.670421, 0.665588], [-0.775631, -3.108105, 1.948343], [-0.903199, -3.960342, 3.180083], [-0.470904, -1.823436, 2.075075], [-0.215915, -1.063826, 1.107921], [-1.318636, -4.705508, 0.736123], [0.504624, -4.585891, -0.520230], [-1.635181, -3.078381, 0.014387], [-1.377300, -4.893297, 2.891815], [-1.539992, -3.444904, 3.893020], [0.084597, -4.153806, 3.588625], [-0.417121, -1.441316, 3.096372], [0.324405, -3.711793, -0.107536], [0.342160, -2.787474, -1.194212]], "forces_ev_per_a": [[0.2307, 0.4910, -0.2068], [0.0720, -0.2933, -0.0133], [-0.2113, 0.2239, -0.0320], [0.1268, 0.0278, -0.0111], [-0.0646, -0.0011, 0.0358], [0.0985, -0.0029, -0.0604], [0.0244, -0.0279, 0.0004], [-0.0829, -0.0251, -0.0657], [0.0621, 0.0692, 0.0752], [0.0098, 0.1924, 0.0158], [0.3242, -0.1967, 0.0104], [-0.2630, 0.1513, -0.0145], [-0.1706, 0.1542, -0.0329], [-0.0215, 0.1200, -0.0025], [-0.0104, -0.0122, -0.0073], [-0.0111, 0.0002, -0.0006], [-0.0014, 0.0073, -0.0032], [0.1146, -0.0569, 0.0205], [0.1837, -0.1006, -0.2119], [-0.0524, 0.0117, 0.1626], [0.0156, 0.1100, -0.2888], [0.1502, -0.0331, 0.0625], [-0.2469, -0.2538, 0.1408], [-0.0588, 0.0401, 0.0339], [-0.0518, 0.0317, -0.0319], [-0.0127, -0.0107, 0.0692], [-0.0247, -0.0127, 0.0788], [0.0339, -0.0276, 0.0658], [-0.0189, -0.0224, 0.0574], [-0.0084, -0.0002, -0.0162], [0.0303, -0.0604, 0.1283], [-0.1654, -0.4929, 0.0416]], "lowdin_charge": [2.076, 0.257, -0.404, -0.051, -0.141, 0.100, 0.065, 0.086, -0.143, 0.040, -0.385, 0.277, -0.065, 0.194, 0.154, 0.151, 0.146, 0.169, 0.021, -0.061, 0.066, -0.156, -0.153, 0.170, 0.220, 0.161, 0.109, 0.117, 0.118, 0.186, -0.009, -0.318], "lumo_energy_ev": [-11.3, -10.6], "e_tot_ha": -1681.435803, "max_force_ev_per_a": 0.6, "molar_mass_g_mol": 422.57, "homo_energy_ha": [-0.7538, -0.7538], "spin_multiplicity": 6, "orbital_gap_ev": [9.17, 9.89], "total_charge": 3}

=====

(5)
{"formula": "C10H12N2S", "method": "ωB97M-V/def2-TZVPD", "species": ["C", "C", "C", "C", "C", "C", "C", "C", "C", "C", "N", "N", "S", "H", "H", "H", "H", "H", "H", "H", "H", "H", "H", "H", "H"], "xyz": [[0.607913, -2.168482, -0.931265], [2.023863, -2.137274, -0.870603], [3.042950, 1.592144, 0.060615], [-0.202340, -1.173209, -0.430687], [2.734550, -1.134256, -0.330837], [-0.260458, 2.198288, -0.965861], [0.822361, 1.072540, -0.925952], [0.464962, 0.036622, 0.026558], [-1.665199, -1.191758, -0.320095], [0.204218, 0.475476, 1.424863], [1.992880, 1.840634, -0.550632], [-1.320005, 1.881477, -0.391003], [3.721225, -0.091642, 0.410751], [0.180543, -3.124579, -1.339329], [2.584426, -2.949928, -1.442388], [3.771414, 2.408999, 0.420659], [-0.235961, 2.964464, -1.723230], [0.904399, 0.606350, -2.041627], [-2.051863, -1.814088, -1.080223], [-1.758051, -0.135857, -0.577009], [-2.177569, -1.316798, 0.642950], [-0.884351, 0.301515, 1.601127], [0.492334, 1.537274, 1.406947], [0.873962, -0.202382, 2.081208], [-1.991687, 2.546824, -0.556202]], "forces_ev_per_a": [[-2.9787, -0.5890, 0.1733], [3.1550, 0.4600, -0.6959], [0.6677, -0.3050, 0.2648], [2.8781, -2.3230, -0.1729], [-2.9786, -0.6616, -0.5060], [0.3983, -2.7392, -1.4509], [0.3818, 0.7996, -2.7151], [0.6863, -1.0789, 0.5494], [-0.0345, 1.4266, -0.2365], [0.9792, -1.0787, 0.1666], [0.8118, 1.3062, -0.0983], [0.4736, -0.8360, 1.1860], [1.1033, 0.9224, 0.5482], [0.1490, 1.0901, 0.4085], [-0.7067, 0.8654, 0.9514], [-1.0766, -1.3326, -0.6921], [0.7283, 0.7343, 0.0454], [0.0311, 1.1785, 2.4124], [-0.8270, -0.7666, -0.6240], [-1.5857, -0.1322, -0.1392], [0.6058, -0.3060, -0.0910], [0.9610, 0.3917, 0.4321], [-0.3047, -0.4442, 1.1164], [-1.1590, 1.3728, -0.4641], [-2.3588, 2.0454, -0.3687]], "nbo_charge": [-0.240, -0.296, 0.007, -0.014, -0.224, 0.165, -0.218, 0.155, -0.679, -0.700, -0.455, -0.629, 0.328, 0.205, 0.221, 0.214, 0.173, 0.249, 0.222, 0.258, 0.228, 0.239, 0.223, 0.228, 0.339], "lumo_energy_ev": [0.1, 0.0], "e_tot_ha": -895.695602, "max_force_ev_per_a": 3.7, "molar_mass_g_mol": 192.29, "homo_energy_ha": [-0.2529, -0.2551], "orbital_gap_ev": [7.01, 6.94]}

=====

(6)
{"formula": "C10H12N3P", "method": "ωB97M-V/def2-TZVPD", "species": ["C", "C", "C", "C", "C", "C", "C", "C", "C", "C", "N", "N", "N", "P", "H", "H", "H", "H", "H", "H", "H", "H", "H", "H", "H", "H"], "xyz": [[-3.042206, 1.347495, -1.552625], [-2.646525, 0.688294, -2.709299], [-2.424219, 1.263514, -0.359098], [-1.479587, -0.047168, -2.636581], [-1.274439, 0.382313, -0.238124], [-0.908480, 0.035604, 1.028260], [-0.783552, -0.163795, -1.438557], [1.131707, -0.967121, -0.334792], [-0.100178, 0.678588, 2.125068], [3.070495, -0.849252, 1.431236], [0.434883, -0.835678, -1.406600], [1.168045, -0.043565, 2.510527], [2.203422, 0.228152, 1.540647], [2.715600, -1.795269, -0.251049], [-3.938565, 2.012215, -1.662642], [-3.249721, 0.843046, -3.637085], [-2.822490, 1.707640, 0.599056], [-1.188826, -0.740845, -3.372877], [0.128665, 1.698766, 2.030658], [-0.730895, 0.563226, 2.959197], [4.100750, -0.354196, 1.282512], [3.296719, -1.585262, 2.268108], [0.806031, -1.149600, -2.239327], [0.975200, -0.990927, 2.372534], [2.531735, 1.139540, 1.638553], [2.026431, -3.065715, 0.052299]], "forces_ev_per_a": [[-2.2298, 1.8244, -0.9009], [0.0284, 0.0777, -0.9178], [0.8798, -0.7354, 1.8506], [-0.7287, -0.0754, 0.8876], [-1.2162, 1.4206, -0.6405], [3.2917, -1.8300, 0.2327], [-0.9972, 0.7146, -0.1801], [-1.8436, 0.4680, 1.3515], [0.0088, -1.6629, -0.5270], [3.9670, -0.6149, -0.8236], [0.0130, 0.1693, 1.9294], [-0.3671, 2.6206, -0.5424], [-2.3368, -1.4395, 0.8527], [-0.4409, -0.3356, 0.6660], [0.8284, -0.6624, 0.3447], [0.7893, -0.4686, 0.8898], [0.3725, -0.3647, -1.4200], [0.4706, -0.2591, -1.4081], [0.4442, 1.5806, -0.4601], [-0.6371, 0.1032, 1.4665], [-1.2095, -1.0486, -0.1004], [-0.9671, 1.0673, -0.4709], [0.6214, -0.7152, -2.5961], [-0.4860, -1.9366, -0.2159], [1.0673, 1.2722, 0.5863], [0.6776, 0.8306, 0.1460]], "nbo_charge": [-0.191, -0.281, -0.236, -0.189, -0.180, 0.163, 0.052, -0.121, -0.355, -0.458, -0.526, -0.410, -0.474, 0.415, 0.211, 0.221, 0.217, 0.205, 0.179, 0.219, 0.222, 0.212, 0.376, 0.357, 0.377, -0.004], "lumo_energy_ev": [0.1, 0.1], "e_tot_ha": -893.574348, "max_force_ev_per_a": 4.1, "molar_mass_g_mol": 205.20, "homo_energy_ha": [-0.2498, -0.2498], "orbital_gap_ev": [6.93, 6.93]}